Molecular formula: C47H62Br4Cl3GeN6O6PSSiTeTi
Method: DFT, the ωB97M-V functional and the def2-TZVPD basis

For the strongest force on any atom, the calculation gives 0.024 hartree/bohr. The HOMO-LUMO gap comes out at 5.81 eV. For the lowest unoccupied orbital energy, the calculation gives 0.1294 Ha. Its energy relative to the best compared isomer or geometry (same formula, charge and spin) is 133.9 kJ/mol. The calculation puts the energy at -18508.77538 Ha. Its charge is -2. For the HOMO energy, the calculation gives -2.2915 eV.

CARTESIAN COORDINATES (ANGSTROEM)
Te  -0.08253  -4.03417  0.73290
Br  -3.74436  6.09187  -1.25189
Br  -6.23150  4.40761  3.61796
Br  -3.99389  1.93810  3.77084
Br  -6.05746  6.57485  1.10871
Ge  0.08200  -1.43434  1.24300
Ti  -0.56795  1.13557  1.17492
Cl  1.10112  -1.75580  3.29178
Cl  -0.12012  1.57023  3.34599
Cl  -2.06173  -0.89153  2.22886
S  1.64187  -1.37888  -1.24593
P  3.35432  1.06088  1.03793
Si  -2.14311  0.43658  -1.75518
O  -1.11571  0.49193  -0.47620
O  0.35164  2.70091  0.56292
O  1.90458  0.73738  1.13870
O  -2.24373  1.91653  1.42568
O  -2.16224  3.59605  -0.74693
O  -0.54248  4.36170  1.80374
N  0.35341  5.03823  -1.25146
N  0.49841  -3.39750  -2.52731
N  3.92253  1.64486  2.48362
N  2.77711  -3.69386  -1.89671
N  3.56892  2.30714  -0.05365
N  4.48263  -0.09718  0.69497
C  1.64273  -2.94675  -1.96113
C  -2.70205  -1.33754  -2.14313
C  -4.55846  2.16620  -1.85497
C  -4.84864  5.12653  1.22777
C  1.60515  -5.94023  2.40095
C  -1.48625  -4.16404  3.77095
C  0.47676  -4.61882  -3.03482
C  -3.02441  3.84742  0.25882
C  -0.82358  -5.06961  -3.63599
C  5.18790  -0.20491  -0.57491
C  4.74793  3.14259  -0.03221
C  -4.00590  3.15954  2.34083
C  -5.80741  2.56461  -1.38946
C  -3.67195  -3.93911  -2.63825
C  1.11407  -6.79370  4.62402
C  1.34759  7.14347  -0.68322
C  -3.04903  2.94157  1.34128
C  0.47934  -5.11087  2.47243
C  -3.29935  -1.67667  -3.36260
C  1.89717  -6.77468  3.48066
C  -4.45325  0.49066  -0.16239
C  4.36049  -1.38185  1.37988
C  2.90179  2.25066  -1.34608
C  -3.77347  -2.95578  -3.61438
C  2.52028  -5.96143  1.20113
C  -2.62743  -2.34044  -1.17714
C  0.98559  6.35393  0.57600
C  -2.27153  1.73931  -4.36637
C  -6.37389  1.93412  -0.29267
C  0.63184  6.37614  -1.80659
C  5.21949  1.35924  3.05378
C  1.59277  -5.44981  -2.99810
C  2.72275  -4.91363  -2.40604
C  -4.90677  4.22265  2.28101
C  -3.10519  -3.62444  -1.41338
C  -0.30432  -5.08297  3.63659
C  -1.29949  1.15839  -3.32580
C  -3.89371  4.92265  0.23155
C  0.02866  -5.92848  4.68999
C  0.18443  3.94727  0.92726
C  -5.68922  0.89226  0.32070
C  3.01962  2.32774  3.39465
C  -0.49713  0.02461  -3.99131
C  -0.31655  2.27178  -2.93141
C  -3.84569  1.12718  -1.25189
C  1.41093  -7.74175  5.75738
C  0.99284  4.92393  0.07497
H  2.82576  -4.95145  0.92282
H  0.62783  -8.49949  5.84485
H  -0.83834  3.22820  -2.87830
H  -1.16619  -3.12096  3.74978
H  2.76852  -7.42144  3.42061
H  -3.07165  1.04815  -4.63897
H  2.35910  -8.25773  5.59950
H  -3.94080  -0.32245  0.34018
H  0.47871  2.35101  -3.68449
H  -4.22078  -3.18618  -4.57518
H  -1.31390  -4.22826  -4.12427
H  -2.17855  -4.29278  2.93598
H  -0.31106  6.85931  -2.07256
H  -0.58340  -5.91106  5.58795
H  -6.11034  0.39789  1.18814
H  -6.32547  3.38416  -1.87550
H  -4.02937  -4.94417  -2.83416
H  5.12475  0.72794  3.94588
H  3.58106  1.92416  -2.14319
H  -0.02004  6.59368  0.92380
H  -0.67366  -5.88370  -4.34758
H  3.82738  -1.26799  2.32156
H  5.21165  3.11676  0.95266
H  5.49217  2.83514  -0.78055
H  -7.33735  2.25467  0.08721
H  2.02206  -6.37908  0.32336
H  5.71100  2.29255  3.35989
H  -3.41788  -0.92572  -4.13502
H  3.63812  -5.49952  -2.33638
H  3.45274  3.28835  3.70260
H  2.42951  7.11442  -0.83892
H  4.72849  -0.95182  -1.21925
H  3.41025  -6.55776  1.41304
H  -1.49262  -5.41287  -2.84322
H  1.24285  6.32110  -2.71144
H  -1.59659  4.37047  -0.96543
H  1.57864  -6.45270  -3.40475
H  2.51910  3.24480  -1.60699
H  -4.13527  2.70133  -2.69144
H  1.68039  6.50674  1.40099
H  6.22658  -0.49574  -0.36876
H  0.05489  0.43704  -4.84630
H  2.02054  4.54002  0.00249
H  3.81401  -2.09596  0.75704
H  5.36373  -1.77520  1.58251
H  0.14690  2.08342  -1.96213
H  2.07046  1.55415  -1.30848
H  -2.73355  2.66042  -4.01407
H  2.83186  1.72324  4.28657
H  4.46851  4.17946  -0.25200
H  5.20152  0.75050  -1.09283
H  -1.13284  -0.78222  -4.35531
H  -3.02023  -4.37328  -0.63560
H  -2.21565  -2.11247  -0.20115
H  0.64273  4.28787  -1.86405
H  -2.01747  -4.34956  4.70632
H  1.04143  8.18911  -0.63878
H  5.85164  0.84740  2.33343
H  1.46339  -7.21590  6.71339
H  0.22285  -0.42044  -3.29765
H  -1.71550  1.98142  -5.28180
H  2.06013  2.50894  2.91831

Here are the Mulliken charges for atoms 1 to 99, given in e:
1 Te 0.140
2 Br -0.187
3 Br -0.184
4 Br -0.128
5 Br -0.219
6 Ge 1.634
7 Ti -1.032
8 Cl -0.499
9 Cl -0.471
10 Cl -0.489
11 S 0.188
12 P -1.917
13 Si -2.156
14 O 1.711
15 O 1.652
16 O 1.052
17 O 0.288
18 O 0.855
19 O -0.662
20 N -0.045
21 N 0.305
22 N 0.943
23 N -0.343
24 N 0.705
25 N 0.877
26 C -1.140
27 C 1.273
28 C -0.259
29 C 0.231
30 C 0.680
31 C -1.427
32 C 0.996
33 C -0.144
34 C -1.089
35 C -0.705
36 C -1.185
37 C 0.268
38 C -0.786
39 C -0.723
40 C 0.841
41 C -0.700
42 C -0.792
43 C 0.079
44 C -0.705
45 C -1.055
46 C -0.272
47 C -0.944
48 C -0.636
49 C -0.769
50 C -1.312
51 C 0.544
52 C -0.795
53 C -2.023
54 C -0.628
55 C -0.782
56 C -1.238
57 C -0.835
58 C -0.463
59 C 0.263
60 C -0.856
61 C 1.064
62 C 3.330
63 C 0.404
64 C -0.982
65 C -0.154
66 C -0.796
67 C -0.402
68 C -1.844
69 C -1.856
70 C 1.156
71 C -1.539
72 C 1.587
73 H 0.044
74 H 0.297
75 H 0.354
76 H 0.051
77 H 0.212
78 H 0.223
79 H 0.337
80 H 0.040
81 H 0.656
82 H 0.373
83 H 0.119
84 H 0.244
85 H 0.408
86 H 0.293
87 H 0.426
88 H 0.397
89 H 0.330
90 H 0.289
91 H 0.539
92 H 0.338
93 H 0.485
94 H 0.280
95 H 0.295
96 H 0.324
97 H 0.402
98 H 0.286
99 H 0.344